{"formula": "C39H55N2O2SSi2TaTe", "method": "ωB97M-V/def2-TZVPD", "e_lumo_ev": 0.104, "e_homo_ev": -6.46, "e_tot_ev": -83847.3256, "de_lowest_ev": 0.000, "homo_lumo_gap_ev": 6.561, "symbols": ["Ta", "C", "C", "O", "N", "C", "C", "C", "C", "C", "C", "N", "H", "H", "H", "H", "H", "H", "H", "H", "H", "H", "C", "Si", "C", "C", "C", "Si", "C", "C", "C", "H", "H", "H", "H", "H", "H", "H", "H", "H", "H", "H", "H", "H", "H", "H", "H", "H", "H", "H", "C", "C", "C", "C", "C", "C", "C", "S", "C", "O", "H", "H", "H", "H", "H", "H", "H", "H", "H", "H", "C", "C", "C", "C", "C", "C", "Te", "C", "C", "C", "H", "H", "H", "H", "H", "H", "H", "H", "H", "H", "H", "C", "C", "C", "C", "C", "C", "C", "H", "H", "H", "H", "H"], "xyz": [[0.35953, 0.52878, 0.35157], [-1.70994, -2.77517, 2.91227], [-1.12168, -2.56923, 1.54306], [-0.22179, -1.75916, 1.33778], [-1.60855, -3.34552, 0.55698], [-1.22840, -3.12283, -0.83322], [-2.11540, -2.09155, -1.47851], [-3.29476, -2.47531, -2.10685], [-4.11873, -1.50663, -2.64884], [-3.73584, -0.18067, -2.54301], [-2.54681, 0.11192, -1.89835], [-1.74174, -0.81308, -1.37125], [-1.33632, -1.99675, 3.57036], [-1.41478, -3.75227, 3.30122], [-2.79866, -2.72415, 2.87639], [-2.41797, -3.91252, 0.74625], [-1.28573, -4.06961, -1.36830], [-0.19963, -2.77047, -0.83842], [-3.55066, -3.52597, -2.17544], [-5.04064, -1.78170, -3.14543], [-4.34680, 0.61668, -2.94399], [-2.22340, 1.13870, -1.80097], [2.01726, 4.14917, 0.18743], [0.62001, 3.89047, -1.03223], [-0.96855, 4.57118, -0.28828], [1.02128, 4.89922, -2.57445], [0.32615, 2.09330, -1.43330], [1.41589, 1.16361, -2.58496], [2.54306, 2.07985, -3.76223], [3.75925, 0.35618, -1.34648], [0.54423, -0.17493, -3.55795], [1.95829, 5.14435, 0.63897], [2.99697, 4.06289, -0.29723], [1.96601, 3.40438, 0.98373], [-1.46700, 5.28119, -0.95600], [-0.77103, 5.08489, 0.65841], [-1.67363, 3.76958, -0.06307], [0.82091, 5.96206, -2.40629], [0.42080, 4.57864, -3.43171], [2.07468, 4.80054, -2.85123], [-0.70696, 2.03655, -1.80078], [3.27871, 2.68842, -3.22799], [1.96541, 2.74882, -4.40474], [3.08157, 1.37523, -4.40234], [4.06649, 1.38849, -1.15236], [4.27724, 0.00042, -2.24116], [4.04607, -0.25630, -0.49472], [-0.26569, 0.20881, -4.18713], [0.11964, -0.90994, -2.87323], [1.25882, -0.69927, -4.20043], [3.97466, -6.42041, -4.75803], [3.57213, -5.47855, -3.65287], [4.11704, -4.20188, -3.56539], [3.73231, -3.32197, -2.56264], [2.77978, -3.70271, -1.62440], [2.22156, -4.97439, -1.70752], [2.62297, -5.85131, -2.70424], [2.27797, -2.53697, -0.38400], [2.43287, -3.52280, 1.12402], [2.35268, 0.26392, -1.50996], [4.98663, -6.21133, -5.10457], [3.30288, -6.31326, -5.61314], [3.92815, -7.45873, -4.42895], [4.86698, -3.89146, -4.28507], [4.17914, -2.33822, -2.49561], [1.47165, -5.28734, -0.98959], [2.18275, -6.84176, -2.74955], [3.46780, -3.83499, 1.24812], [1.77534, -4.39068, 1.10449], [2.13973, -2.86179, 1.93829], [-3.74428, 6.54783, 3.83070], [-3.32440, 5.23052, 3.22992], [-2.23573, 4.52641, 3.72223], [-1.86070, 3.28758, 3.20468], [-0.66761, 2.58856, 3.79608], [-2.61096, 2.73399, 2.15680], [-2.19441, 0.76809, 1.44759], [-3.68796, 3.44891, 1.61388], [-4.48298, 2.97596, 0.41978], [-4.02417, 4.68304, 2.16405], [-3.14504, 6.78629, 4.70914], [-4.79387, 6.52063, 4.12831], [-3.62881, 7.35936, 3.10875], [-1.66440, 4.94079, 4.54731], [-0.20471, 3.20464, 4.56829], [0.07944, 2.36292, 3.03324], [-0.95801, 1.63352, 4.24242], [-4.53148, 1.89115, 0.36265], [-4.01955, 3.33930, -0.50359], [-5.50073, 3.36783, 0.45888], [-4.86862, 5.22606, 1.74851], [1.66071, 0.90438, 1.65461], [2.67374, 1.19701, 2.64601], [2.51593, 0.81171, 3.98423], [3.50619, 1.05531, 4.92306], [4.67859, 1.70452, 4.55762], [4.85103, 2.09991, 3.23698], [3.86745, 1.84524, 2.29512], [1.59563, 0.31425, 4.27058], [3.36291, 0.73920, 5.94949], [5.44519, 1.90439, 5.29563], [5.75702, 2.61581, 2.94243], [4.00078, 2.14178, 1.26159]], "atomic_forces_ev_per_a": [[1.970, -0.638, 0.918], [0.112, -0.015, 0.045], [-0.196, -0.147, 0.053], [0.437, 0.817, -0.364], [0.046, 0.037, -0.098], [-0.059, 0.081, -0.022], [-0.037, 0.050, -0.021], [0.033, -0.053, -0.027], [-0.047, 0.013, -0.002], [0.012, -0.025, -0.028], [-0.064, -0.012, -0.083], [0.020, -0.035, -0.023], [-0.021, 0.022, -0.016], [-0.020, 0.011, -0.022], [0.022, 0.001, -0.012], [-0.012, 0.012, 0.074], [0.000, -0.025, 0.002], [0.037, -0.098, -0.028], [0.012, 0.023, 0.009], [0.008, 0.007, 0.009], [0.043, 0.001, 0.001], [-0.120, -0.073, 0.073], [0.127, 0.032, -0.045], [-0.074, -0.037, 0.124], [-0.064, 0.073, 0.037], [0.032, 0.059, -0.083], [0.079, -0.660, 0.801], [-0.126, 0.002, 0.016], [0.117, 0.101, 0.134], [-0.137, 0.176, 0.193], [-0.073, 0.001, -0.150], [0.020, -0.015, -0.067], [-0.036, -0.028, 0.054], [-0.017, 0.075, -0.012], [0.042, -0.031, 0.023], [-0.045, 0.000, -0.059], [0.039, 0.015, -0.032], [0.025, -0.049, 0.009], [-0.005, 0.047, 0.046], [-0.062, 0.015, -0.017], [0.148, 0.125, -0.017], [-0.038, 0.010, -0.078], [0.024, -0.041, 0.027], [-0.011, 0.015, 0.038], [-0.026, -0.022, 0.001], [-0.017, -0.002, -0.020], [0.004, -0.021, -0.003], [0.038, -0.041, 0.033], [0.014, 0.019, -0.057], [-0.006, 0.079, 0.006], [-0.052, 0.063, 0.048], [0.018, -0.024, -0.023], [-0.018, 0.042, 0.003], [0.002, -0.049, -0.028], [-0.030, 0.025, 0.031], [-0.004, -0.060, -0.058], [-0.024, 0.027, 0.028], [0.231, -0.030, 0.165], [-0.038, 0.026, -0.150], [-0.070, -0.210, 0.236], [-0.012, -0.017, 0.007], [0.022, -0.019, 0.000], [0.014, 0.016, -0.011], [-0.024, -0.009, 0.015], [0.003, -0.020, -0.001], [0.022, 0.019, -0.021], [0.022, 0.016, 0.001], [-0.028, -0.029, 0.055], [-0.003, 0.009, 0.066], [0.020, -0.011, -0.007], [0.052, -0.062, -0.092], [0.006, 0.026, 0.015], [-0.003, -0.008, -0.033], [-0.028, -0.023, 0.020], [-0.098, 0.055, 0.066], [0.110, -0.038, 0.228], [-0.141, 0.573, 0.225], [-0.069, -0.005, -0.009], [-0.010, 0.023, 0.118], [-0.010, -0.056, 0.004], [-0.014, 0.012, -0.012], [0.008, 0.016, 0.014], [-0.001, 0.005, 0.029], [-0.002, -0.007, -0.026], [-0.017, -0.013, -0.016], [-0.016, -0.012, -0.005], [0.015, -0.003, -0.037], [-0.025, 0.000, -0.021], [0.008, -0.050, 0.000], [0.042, 0.037, -0.015], [0.016, -0.016, 0.006], [-1.956, 0.067, -2.092], [0.099, -0.115, -0.005], [-0.111, -0.052, 0.024], [-0.038, 0.028, 0.016], [-0.049, -0.004, -0.028], [0.003, 0.019, 0.005], [-0.040, -0.021, -0.085], [0.042, -0.003, 0.007], [-0.018, 0.012, -0.007], [0.002, -0.010, -0.019], [0.000, -0.023, -0.018], [0.042, 0.035, 0.055]]}

{"formula": "C7H9N", "method": "ωB97M-V/def2-TZVPD", "e_lumo_ev": 0.737, "e_homo_ev": -8.17, "e_tot_ev": -8892.4420, "de_lowest_ev": 2.714, "smiles": "C1=C[C@H]2NCCC2=C1", "homo_lumo_gap_ev": 8.910, "symbols": ["C", "C", "C", "N", "C", "C", "C", "C", "H", "H", "H", "H", "H", "H", "H", "H", "H"], "xyz": [[-2.09762, 0.08198, -0.34846], [-1.48816, -1.01787, 0.10078], [-0.10721, -0.66544, 0.55908], [0.99705, -1.28349, -0.27338], [1.89265, -0.07937, -0.57997], [1.37030, 1.08514, 0.35568], [-0.03139, 0.81230, 0.35272], [-1.22951, 1.23347, -0.13411], [-3.15203, 0.21518, -0.88574], [-1.89263, -1.98179, 0.33743], [-0.01540, -0.95091, 1.62984], [1.46195, -2.08429, 0.27953], [1.65528, 0.17983, -1.61673], [3.03334, -0.24778, -0.62317], [1.81738, 0.93317, 1.37986], [1.74559, 2.07213, 0.12853], [-1.48723, 2.14765, -0.55014]], "atomic_forces_ev_per_a": [[-2.591, 0.122, -0.855], [-0.245, -0.261, 0.198], [-0.360, -1.525, 0.140], [0.927, 0.056, 1.713], [0.663, -0.246, -0.296], [3.245, 0.170, 0.832], [-2.342, -0.588, -0.323], [1.963, -1.259, 0.046], [2.361, -0.567, 1.582], [-0.291, -0.372, -0.538], [0.057, 0.277, -0.349], [-0.712, 2.095, -1.155], [-0.055, 0.167, 0.112], [-1.770, -0.040, 0.701], [-0.527, -0.181, -0.695], [-0.170, 0.305, -0.756], [-0.153, 1.849, -0.357]]}

{"formula": "C24H36O3S3", "method": "ωB97M-V/def2-TZVPD", "e_lumo_ev": 0.219, "e_homo_ev": -8.72, "e_tot_ev": -64106.5045, "de_lowest_ev": 9.452, "homo_lumo_gap_ev": 8.940, "symbols": ["C", "S", "O", "C", "H", "H", "H", "H", "H", "H", "C", "S", "O", "C", "H", "H", "H", "H", "H", "H", "C", "S", "O", "C", "H", "H", "H", "H", "H", "H", "C", "C", "C", "C", "C", "C", "H", "H", "H", "H", "H", "H", "C", "C", "C", "C", "C", "C", "H", "H", "H", "H", "H", "H", "C", "C", "C", "C", "C", "C", "H", "H", "H", "H", "H", "H"], "xyz": [[22.51600, 37.61700, 48.59100], [22.87100, 38.22700, 50.17900], [21.96600, 39.35500, 50.57000], [22.45200, 36.90200, 51.29300], [22.58800, 38.42600, 47.95000], [21.46500, 37.24600, 48.38300], [23.01400, 36.83000, 48.52900], [23.23200, 36.13700, 51.05400], [21.28700, 36.43000, 51.35200], [22.83900, 37.12200, 52.34100], [20.95200, 34.42700, 43.74600], [19.68400, 34.65600, 44.97600], [19.63200, 33.36200, 45.74900], [20.37000, 35.72400, 46.14300], [21.55900, 35.19100, 43.81300], [20.63700, 34.12400, 42.82800], [21.50000, 33.54500, 44.12400], [19.71200, 35.89800, 46.94100], [20.55100, 36.63300, 45.67400], [21.25700, 35.25400, 46.54100], [17.67000, 33.66400, 41.67200], [16.04400, 33.21100, 40.99900], [15.06000, 34.00300, 41.91500], [16.17100, 34.18600, 39.54800], [18.04100, 33.02700, 42.45300], [17.81500, 34.81600, 41.83600], [18.33100, 33.52700, 40.76100], [16.28000, 35.19800, 39.69400], [15.29700, 34.08400, 38.89500], [16.69700, 33.75800, 39.00200], [22.71800, 32.65100, 50.84000], [21.57700, 32.67100, 49.94000], [21.74400, 33.34100, 48.60800], [22.97900, 33.80100, 48.21500], [24.00200, 33.74600, 49.19900], [23.81900, 33.33800, 50.53300], [22.75500, 32.09600, 51.68300], [20.57100, 32.17500, 50.16000], [20.88600, 33.55700, 48.05100], [23.07900, 34.26700, 47.09500], [25.19800, 34.05900, 48.73700], [24.77400, 33.28700, 51.22100], [24.93300, 31.41300, 43.76300], [24.28200, 32.29800, 42.63500], [24.09400, 33.75400, 42.87400], [24.55400, 34.34400, 44.08300], [25.29200, 33.55100, 45.04700], [25.51300, 32.01600, 44.85700], [24.94600, 30.18400, 43.65300], [23.91100, 31.96800, 41.67900], [23.76800, 34.34900, 42.00900], [24.39100, 35.44600, 44.27200], [25.79400, 34.11500, 45.91500], [26.19800, 31.70100, 45.51900], [19.83300, 30.33700, 44.10400], [18.37000, 30.23800, 43.50900], [17.93000, 29.16100, 42.76400], [18.85500, 28.23300, 42.34800], [20.16500, 28.15900, 42.80900], [20.71900, 29.24900, 43.69900], [20.13600, 31.22700, 44.50900], [17.58800, 31.04700, 43.80000], [16.74400, 29.21700, 42.78800], [18.36000, 27.43600, 41.68800], [20.95200, 27.38200, 42.43200], [21.66900, 29.36100, 44.08600]], "atomic_forces_ev_per_a": [[-7.296, 3.805, 1.174], [-0.392, 1.683, 2.543], [0.247, -0.225, -0.750], [-0.883, -2.566, 1.151], [1.095, 1.329, -1.503], [0.620, 0.554, 0.885], [5.255, -6.548, -1.457], [-1.020, -0.174, -0.293], [3.363, 1.533, -0.465], [-0.986, 0.541, -1.287], [-0.808, -3.802, 3.368], [-2.395, -1.871, -0.102], [-0.154, 0.061, -0.496], [1.569, -0.506, -0.095], [3.214, 4.094, -0.399], [-1.385, -0.164, -2.656], [-0.011, 0.362, 0.101], [-1.292, -0.083, 0.891], [0.696, 1.896, -0.740], [0.467, 0.077, 0.057], [1.456, 2.038, -2.609], [-1.775, 2.381, 3.337], [1.301, -1.813, -1.589], [-9.429, 4.118, 6.234], [-0.231, -0.135, 0.491], [-0.909, -2.179, 0.232], [-0.312, -0.292, 1.003], [0.787, 2.150, 0.634], [-0.872, -0.007, 0.902], [10.017, -6.292, -8.610], [-4.247, 0.493, -3.077], [0.917, 0.781, -1.551], [-0.046, -1.374, 4.213], [0.774, 0.882, -0.889], [3.614, 1.731, -2.546], [4.779, 0.364, -1.303], [-0.590, -1.570, 2.790], [1.746, 0.802, -0.161], [-1.194, -0.328, -1.029], [0.228, -1.325, 3.054], [-3.784, -0.774, 1.876], [-2.143, 0.255, -1.389], [-1.368, -0.729, -2.908], [0.851, 2.080, 4.203], [1.477, -3.658, -0.164], [1.061, -1.001, 1.367], [-0.306, -0.910, -1.517], [-3.063, 6.350, -2.476], [0.139, 3.560, 0.038], [0.136, -0.726, 0.111], [-0.160, -0.202, 0.663], [0.341, -1.387, -0.231], [-0.918, -1.238, -1.337], [1.837, -2.121, 2.253], [-3.326, -4.970, -5.228], [2.477, 1.778, 2.658], [-2.154, 2.895, 2.189], [-0.569, -3.119, -1.096], [2.562, 1.545, 0.736], [-5.736, 0.922, -1.132], [0.712, 1.832, 1.521], [1.658, -1.430, -0.312], [2.659, -0.992, -1.228], [1.480, 0.830, 0.897], [-1.934, 1.378, 0.719], [2.154, -0.588, 0.334]]}